The following is a DFT calculation (ωB97M-V with the def2-TZVPD basis set) of a molecular structure, C40H92O44S8.

Last column: Mulliken charge in e.
Atoms and positions in Å:
C -7.545 -4.065 -2.915  -0.82
O -6.594 -3.092 -2.387  -0.13
C -5.941 -2.272 -3.399  -0.89
C -4.966 -1.252 -2.773  -0.34
O -3.681 -1.782 -2.555  0.04
C -3.652 -2.877 -1.642  -0.49
H -8.359 -3.502 -3.281  0.34
H -7.802 -4.614 -1.980  0.18
H -7.063 -4.697 -3.633  0.31
H -6.677 -1.655 -3.907  0.53
H -5.477 -2.936 -4.189  0.32
H -5.413 -0.750 -1.895  0.26
H -4.784 -0.473 -3.508  0.29
H -2.598 -3.092 -1.446  -0.19
H -4.187 -3.717 -1.989  0.61
H -4.163 -2.548 -0.698  0.15
C -4.339 -4.957 4.943  -0.64
O -4.135 -3.594 4.816  -0.29
C -2.767 -3.231 4.912  -1.16
C -2.001 -3.334 3.656  0.94
O -1.851 -4.668 3.186  -0.37
C -0.866 -4.700 2.199  -0.34
H -3.862 -5.525 4.080  0.14
H -5.414 -5.275 4.871  0.27
H -3.936 -5.347 5.849  0.36
H -2.238 -3.632 5.754  0.56
H -2.758 -2.169 5.208  0.20
H -0.994 -2.893 3.905  -0.06
H -2.401 -2.663 2.896  -0.14
H 0.039 -4.279 2.634  0.30
H -1.041 -4.077 1.320  0.01
H -0.830 -5.698 1.752  0.20
C 5.124 -1.952 0.251  -0.40
O 6.439 -1.648 -0.268  -0.46
C 6.492 -0.640 -1.203  0.52
C 7.922 -0.607 -1.752  -0.86
O 8.802 -0.070 -0.813  -0.30
C 10.045 -0.730 -0.828  -0.83
H 5.170 -2.726 0.986  0.30
H 4.541 -2.408 -0.612  0.29
H 4.581 -1.108 0.671  0.02
H 6.209 0.387 -0.865  -0.37
H 5.812 -0.940 -2.007  0.34
H 7.835 0.026 -2.599  0.40
H 8.285 -1.592 -2.049  0.43
H 10.096 -1.823 -0.714  0.33
H 10.607 -0.337 -0.026  0.29
H 10.651 -0.528 -1.766  0.30
C -5.966 -3.732 1.466  -0.87
O -5.377 -2.498 1.435  0.13
C -6.049 -1.508 2.220  -0.80
C -5.071 -0.421 2.571  -0.27
O -4.516 0.118 1.404  0.01
C -3.974 1.464 1.658  -0.83
H -6.955 -3.685 1.024  0.40
H -6.071 -4.235 2.447  0.23
H -5.368 -4.397 0.829  0.14
H -6.353 -2.078 3.154  0.33
H -6.904 -1.192 1.605  0.31
H -4.366 -0.906 3.222  -0.02
H -5.500 0.353 3.240  0.46
H -4.853 2.136 1.725  0.46
H -3.432 1.833 0.807  -0.10
H -3.301 1.666 2.486  0.41
C -1.099 -0.601 0.605  -0.87
O -0.767 0.693 0.196  0.83
C 0.664 0.917 0.505  0.11
C 0.964 2.261 -0.177  1.58
O 1.004 2.183 -1.599  0.61
C 1.269 3.494 -2.092  -0.49
H -1.054 -0.621 1.747  -0.26
H -0.388 -1.322 0.335  0.72
H -2.120 -0.841 0.240  -0.16
H 1.215 0.184 0.017  0.84
H 0.966 0.816 1.572  -1.21
H 1.960 2.556 0.111  -0.66
H 0.303 3.058 0.244  -0.85
H 1.552 3.432 -3.154  0.36
H 2.047 3.959 -1.500  -0.10
H 0.340 4.095 -1.926  -0.40
C 6.714 4.164 -1.269  -0.70
O 5.301 4.024 -1.621  -0.42
C 4.682 2.886 -1.025  0.67
C 4.586 2.881 0.484  -0.07
O 3.951 4.089 0.879  -0.21
C 3.743 4.106 2.304  -0.79
H 7.034 5.058 -1.761  0.30
H 7.223 3.283 -1.577  0.28
H 6.735 4.293 -0.150  0.22
H 5.139 1.927 -1.367  0.18
H 3.696 2.872 -1.395  -0.85
H 5.516 2.657 1.029  0.91
H 3.984 1.988 0.684  -0.16
H 2.732 3.752 2.618  0.04
H 3.684 5.177 2.587  0.40
H 4.604 3.724 2.868  0.46
C 2.886 7.584 0.126  -0.03
C 3.462 6.824 -1.130  0.23
O 2.420 6.805 -2.131  -0.25
S 1.525 8.105 -1.946  0.95
O 0.141 7.826 -1.987  -0.45
O 1.980 9.069 -2.878  -0.62
O 1.897 8.534 -0.438  -0.37
H 3.583 8.191 0.631  0.44
H 2.397 6.942 0.916  -0.03
H 3.817 5.804 -0.917  -0.43
H 4.252 7.369 -1.500  0.56
C -0.311 1.979 3.723  0.48
C -0.569 1.509 5.148  -0.23
O 0.551 2.002 5.933  -0.47
S 1.430 2.988 5.053  1.48
O 2.808 2.918 5.449  -0.72
O 0.878 4.284 5.168  -0.63
O 1.151 2.253 3.673  0.20
H -0.748 2.971 3.475  0.25
H -0.611 1.237 3.010  -1.13
H -0.517 0.429 5.232  0.28
H -1.487 1.979 5.523  0.41
C -2.359 -7.841 -0.117  -0.52
C -2.282 -7.019 -1.375  0.17
O -1.008 -7.540 -1.947  -0.21
S -0.021 -8.087 -0.848  1.04
O 1.033 -7.149 -0.523  -0.54
O 0.426 -9.345 -1.271  -0.60
O -1.002 -8.079 0.358  -0.32
H -2.756 -8.897 -0.237  0.28
H -2.805 -7.506 0.799  0.30
H -2.232 -5.955 -1.158  0.09
H -3.130 -7.333 -2.000  0.32
C -0.402 -0.499 -2.625  1.39
C -0.708 -0.394 -4.182  0.58
O 0.603 -0.084 -4.693  -0.52
S 1.788 -0.626 -3.787  1.22
O 2.645 0.461 -3.464  -0.52
O 2.403 -1.707 -4.463  -0.68
O 0.917 -1.090 -2.627  -0.03
H -0.916 -1.266 -2.106  -0.40
H -0.406 0.460 -2.101  -1.50
H -1.305 0.498 -4.489  0.02
H -0.986 -1.340 -4.685  0.26
C -1.894 3.292 -3.702  -0.38
C -2.281 2.608 -2.449  1.88
O -3.595 3.191 -2.156  -0.12
S -4.213 3.870 -3.438  1.02
O -4.202 5.298 -3.287  -0.62
O -5.549 3.323 -3.660  -0.62
O -3.128 3.415 -4.471  -0.44
H -1.276 2.726 -4.372  0.35
H -1.494 4.325 -3.659  0.34
H -1.615 2.882 -1.647  -0.99
H -2.372 1.531 -2.483  -0.48
C 0.951 -4.749 -2.847  -0.07
C 1.051 -5.855 -3.894  -0.27
O -0.206 -5.903 -4.569  -0.34
S -1.209 -4.901 -3.836  1.02
O -2.478 -5.485 -3.548  -0.57
O -1.217 -3.686 -4.515  -0.53
O -0.454 -4.728 -2.442  -0.07
H 1.354 -3.787 -3.107  -0.07
H 1.522 -4.926 -1.910  0.38
H 1.321 -6.803 -3.367  0.09
H 1.813 -5.735 -4.696  0.38
C -2.373 6.322 -0.737  -0.32
C -2.475 7.286 0.482  -0.40
O -2.027 6.389 1.613  -0.37
S -0.982 5.300 1.117  0.88
O -1.457 4.037 1.643  -0.55
O 0.383 5.693 1.302  -0.62
O -1.218 5.376 -0.429  0.08
H -2.010 6.763 -1.659  0.39
H -3.226 5.618 -0.830  0.21
H -3.438 7.774 0.643  0.31
H -1.856 8.150 0.510  0.32
C 4.086 0.666 3.635  0.69
C 4.514 -0.514 4.445  -0.41
O 3.448 -1.514 4.414  -0.43
S 2.226 -1.081 3.413  1.06
O 1.094 -0.782 4.225  -0.51
O 2.047 -2.084 2.410  -0.52
O 3.013 0.086 2.682  -0.14
H 4.880 1.046 2.942  0.07
H 3.581 1.454 4.146  -0.43
H 4.655 -0.196 5.477  0.29
H 5.436 -0.952 4.123  0.37

## Properties
maximum force = 4.49 eV Å⁻¹
HOMO-LUMO gap = 0.359 Eh
energy above the lowest of the compared OMol25 structures with the same formula, charge and spin = 64.3 kJ/mol
HOMO energy = -0.34996 Eh